Entry 1:
2 unconnected molecules or ions with the total composition C4H6FNO in a non-equilibrium geometry. Source: OMol25; level of theory: wB97M-V/def2-TZVPD.

```
13
Properties=species:S:1:pos:R:3:forces:R:3:lowdin_charge:R:1
C 1.8894 -0.6094 -0.8682 -2.855 0.459 -0.151 -0.082
C -0.0987 0.6914 0.0502 -0.012 -0.038 0.558 -0.493
C -0.7417 -0.3315 0.8734 0.770 -0.768 0.338 -0.047
C 0.0482 0.2224 -1.3320 3.285 -3.711 1.968 -0.225
N 0.4313 1.7243 0.5840 -0.138 0.059 -0.346 0.151
O 1.9180 -1.5863 -0.2085 0.103 -0.248 -0.096 0.043
F 0.2355 1.2097 -2.1041 0.613 2.880 -3.496 0.075
H 2.7874 -0.0530 -1.1302 0.296 0.663 -0.434 0.103
H -0.7689 0.0307 1.8806 0.017 -0.115 0.699 0.076
H -0.0002 -1.1926 0.7623 -1.583 0.464 0.416 0.100
H -1.7573 -0.5087 0.5284 0.075 -0.579 -0.102 0.088
H -0.3750 -0.7052 -1.8099 -0.200 1.259 0.830 0.155
H 0.9647 2.3346 -0.0443 -0.371 -0.327 -0.184 0.056
```
Forces are in eV/Å.

The relative energy (zero: lowest compared OMol25 entry of this formula, charge and spin) is 285.3 kJ/mol. The highest occupied orbital energy is -8.8 eV.


Entry 2:
A molecular structure, C4H6FNO in a non-equilibrium geometry. Source: OMol25; level of theory: wB97M-V/def2-TZVPD.

```
13
Properties=species:S:1:pos:R:3:forces:R:3:lowdin_charge:R:1
C -0.5091 0.8960 0.3560 1.612 -0.247 -0.861 -0.154
C 1.4150 0.2723 -0.9590 -1.178 -4.440 -1.228 -0.390
C -0.9384 0.7946 1.7942 -4.277 0.162 -3.544 -0.036
C 0.5103 -1.4619 -1.4383 1.908 1.628 4.809 -0.012
N 0.7095 0.6802 0.0613 0.060 0.573 1.254 0.107
O 2.4943 0.4114 -1.4366 -0.132 1.005 0.002 0.077
F -0.6660 -1.5310 -0.6507 0.026 0.452 -1.752 -0.122
H -1.1196 1.1554 -0.5368 -0.542 0.001 1.231 0.144
H -1.9694 0.2585 1.7109 1.960 0.123 0.730 0.125
H -1.3079 1.7580 2.0340 -0.132 1.325 0.630 0.058
H -0.2280 0.4907 2.4724 1.450 -1.124 1.212 0.055
H 1.0923 -2.2571 -0.9232 0.293 0.736 -1.019 0.094
H 0.5169 -1.4671 -2.4843 -1.048 -0.193 -1.464 0.054
```
Forces are in eV/Å.

The relative energy (zero: lowest compared OMol25 entry of this formula, charge and spin) is 279.4 kJ/mol. The highest occupied orbital energy is -8.7 eV.


Entry 3:
C4H6FNOS in the gas phase in a non-equilibrium geometry. Source: OMol25; level of theory: wB97M-V/def2-TZVPD.

```
14
Properties=species:S:1:pos:R:3:forces:R:3:lowdin_charge:R:1
O 2.3973 -0.6455 -0.5631 -2.242 -0.008 1.489 0.006
C 1.3314 -0.3330 -0.0394 0.211 0.366 -0.664 -0.711
N 0.3434 -1.0848 0.6142 4.874 -3.383 2.051 -0.025
C -0.7013 -0.4451 1.4204 0.375 -1.030 -5.075 -0.138
C -0.8498 0.7530 0.4610 -2.077 -1.201 1.652 -0.676
C -1.8257 0.2063 -0.5113 -2.415 0.430 -3.283 -0.247
F -1.3611 -0.9327 -1.1537 0.069 -0.292 -0.322 -0.069
S 0.6450 1.3222 -0.0951 2.241 1.032 -1.084 1.052
H 0.8918 -1.9330 1.0060 -1.753 1.514 -0.734 0.190
H -1.5841 -1.0114 1.0649 0.357 -0.261 2.004 0.107
H -0.5603 -0.3084 2.4344 0.517 0.279 1.993 0.103
H -1.3650 1.4771 0.9936 -0.995 1.911 0.858 0.089
H -2.0263 0.9076 -1.4629 -0.124 -1.033 2.547 0.169
H -2.7348 -0.2214 0.0887 0.964 1.677 -1.433 0.150
```
Forces are in eV/Å.

The relative energy (zero: lowest compared OMol25 entry of this formula, charge and spin) is 178.2 kJ/mol. The highest occupied orbital energy is -9.5 eV.